Entry 1:
{"formula": "C6H6P2", "method": "ωB97M-V with the def2-TZVPD basis set", "symbols": ["P", "P", "C", "C", "C", "C", "C", "C", "H", "H", "H", "H", "H", "H"], "positions_angstrom": [[-2.488212, -0.463141, -0.171647], [-0.295088, -1.263763, 0.587453], [1.795244, 0.862139, 0.124176], [-0.618443, 1.759075, 0.180637], [2.323898, -0.397364, -0.069835], [-1.871398, 1.256659, 0.103253], [1.459732, -1.417941, -0.202218], [0.622248, 1.263522, 0.197542], [-2.665623, 1.842024, 0.620341], [1.791954, -2.375333, -0.432273], [3.407345, -0.655913, -0.221449], [-0.477926, -2.611410, 0.316178], [-2.327028, -0.596639, -1.651651], [-0.656704, 2.798078, 0.619492]], "atomic_forces_ev_per_a": [[2.6, 0.1, -1.3], [1.1, -0.5, -0.3], [-2.6, 1.1, 0.3], [-3.5, 3.3, 1.7], [2.4, -1.6, -1.0], [-1.0, -0.6, 0.5], [-2.6, 1.6, 1.0], [3.8, -1.2, -0.8], [0.7, 0.0, -0.9], [0.5, -1.7, -0.4], [-1.0, 0.7, 0.3], [-0.5, -0.6, 0.0], [0.1, 0.2, 1.3], [0.2, -0.8, -0.6]], "homo_energy_ev": -8.38, "molar_mass_g_mol": 140.1, "e_lumo_ev": -0.44, "homo_lumo_gap_ev": 7.939, "smiles": "C1#C/C=C\\[PH]#[PH]/C=C\\1", "e_above_lowest_kj_mol": 249.3}

***

Entry 2:
{"formula": "C21H30N4O3S2", "method": "ωB97M-V with the def2-TZVPD basis set", "symbols": ["S", "S", "O", "O", "O", "N", "N", "N", "N", "C", "C", "C", "C", "C", "C", "C", "C", "C", "C", "C", "C", "C", "C", "C", "C", "C", "C", "C", "C", "C", "H", "H", "H", "H", "H", "H", "H", "H", "H", "H", "H", "H", "H", "H", "H", "H", "H", "H", "H", "H", "H", "H", "H", "H", "H", "H", "H", "H", "H", "H"], "positions_angstrom": [[-6.370191, 1.403893, 0.462654], [3.549702, -2.322828, -0.141332], [-3.544101, 1.896254, -0.022477], [1.282413, 2.278390, -0.699610], [-1.456712, -2.512211, -0.285085], [4.469111, 1.133969, 1.382691], [-2.836202, -0.279844, -0.051641], [2.649581, 0.062886, -0.944122], [4.899192, -0.249499, -1.029477], [0.629579, -1.297645, -0.629121], [-0.818206, 1.062561, -0.389519], [-0.734150, -1.354499, -0.401882], [0.607324, 3.519114, -0.797305], [-0.050424, 3.731608, -2.156053], [-5.638041, -1.060419, 0.472483], [-0.763887, -3.747308, -0.344022], [6.135303, -0.738846, -0.470081], [-7.025016, -1.063239, 0.706782], [4.760296, 2.551325, 1.442163], [-5.131062, 0.203891, 0.318070], [-3.771305, 0.701097, 0.066353], [6.640550, 0.156331, 0.665427], [1.282927, -0.075181, -0.716839], [-1.778152, -4.854556, -0.104783], [0.546335, 1.118707, -0.606056], [3.688982, -0.772864, -0.704159], [-1.465195, -0.161491, -0.280668], [-7.551034, 0.192572, 0.727326], [3.285523, 0.828000, 2.162931], [5.606585, 0.315009, 1.784095], [6.912546, 1.134579, 0.263811], [5.945959, -1.749883, -0.102305], [5.230896, -0.677551, 2.041357], [-0.482876, 4.727094, -2.196908], [0.020250, -3.774404, 0.422680], [7.542153, -0.293932, 1.082914], [-0.127471, 3.622244, 0.008770], [2.893976, 1.035830, -1.096102], [-0.295669, -3.866061, -1.329640], [-8.573241, 0.474445, 0.884577], [5.629456, 2.781607, 0.828025], [-7.604161, -1.957474, 0.853543], [-2.555158, -4.821626, -0.864436], [-3.134171, -1.242356, 0.022259], [2.452402, 1.421926, 1.789447], [-1.282260, -5.819634, -0.146219], [4.961288, 2.899096, 2.468057], [3.036721, -0.225411, 2.046058], [4.906231, 0.742981, -1.226116], [-2.239251, -4.734919, 0.872349], [6.887185, -0.789292, -1.264737], [1.211224, -2.195624, -0.729879], [-5.054780, -1.963541, 0.424444], [-1.415004, 1.951898, -0.288672], [3.416494, 1.043069, 3.234300], [0.688060, 3.632993, -2.948561], [6.099318, 0.731160, 2.679832], [1.396132, 4.261971, -0.642851], [-0.837534, 3.001023, -2.321185], [3.904753, 3.102111, 1.051895]], "atomic_forces_ev_per_a": [[0.1, -0.6, 0.0], [-0.1, -0.7, 0.4], [0.0, 0.1, 0.0], [0.1, -0.5, 0.0], [-0.1, 0.3, 0.0], [0.0, 0.1, 0.2], [-0.2, -0.3, 0.0], [0.6, 0.6, -0.2], [-0.3, 0.2, -0.4], [-0.3, -0.1, 0.0], [0.0, 0.2, 0.0], [-0.1, 0.5, 0.0], [-0.2, 0.4, -0.2], [0.2, -0.2, 0.3], [0.3, 0.4, -0.1], [0.0, -0.4, 0.0], [0.5, 0.0, 0.1], [-0.3, 0.0, 0.0], [0.0, -0.1, 0.0], [-0.7, 0.2, 0.1], [0.3, -0.2, -0.1], [-0.4, -0.2, 0.0], [-0.5, 0.2, 0.1], [0.2, 0.4, -0.1], [0.2, -0.4, 0.0], [0.1, 0.1, -0.4], [0.4, -0.1, -0.1], [0.3, 0.3, -0.1], [0.0, 0.0, 0.0], [0.2, 0.0, -0.1], [0.1, 0.1, 0.0], [0.1, 0.1, -0.1], [0.0, 0.0, 0.0], [-0.1, 0.1, 0.0], [0.0, 0.1, -0.1], [0.1, 0.1, 0.0], [0.1, 0.0, 0.0], [0.0, -0.2, 0.0], [0.0, 0.1, 0.1], [-0.2, 0.0, 0.0], [0.0, 0.1, 0.0], [-0.1, -0.1, 0.0], [-0.1, 0.0, -0.1], [-0.1, 0.2, 0.0], [-0.1, 0.0, 0.0], [0.0, -0.1, 0.0], [0.0, 0.0, 0.0], [-0.1, -0.1, 0.0], [-0.1, -0.1, 0.1], [0.0, 0.0, 0.1], [0.0, -0.1, 0.1], [0.0, 0.0, 0.0], [0.1, -0.1, 0.0], [0.0, 0.1, 0.0], [0.0, 0.0, 0.1], [0.1, 0.0, -0.1], [-0.1, 0.0, 0.0], [-0.2, -0.1, 0.0], [-0.1, 0.0, -0.1], [0.0, 0.1, 0.0]], "homo_energy_ev": -7.31, "molar_mass_g_mol": 450.6, "e_lumo_ev": 0.39, "homo_lumo_gap_ev": 7.705, "smiles": "CCOc1cc(NC(=S)NCCCN(C)C)c(OCC)cc1NC(=O)c1cccs1", "e_above_lowest_kj_mol": 2.5}